45
Properties=species:S:1:pos:R:3:nbo_charge:R:1 method="wB97M-V/def2-TZVPD" e_homo_ev=-5.10 charge=0 gap_ev=1.86 max_force_ev_per_a=8.23 energy_ev=-52229.8863 multiplicity=1
F 4.00683 0.33385 -2.25843 -0.312
C 2.98295 -0.52313 -2.28839 0.775
F 3.00902 -1.29923 -3.37533 -0.289
F 2.91076 -1.25788 -1.17606 -0.308
S 1.42655 0.46167 -2.37338 1.931
C 0.30456 -0.94266 -2.35490 -0.757
C -1.04616 -0.73131 -2.33548 -0.039
C -1.59517 0.58100 -2.30461 -0.245
C -2.94563 0.77711 -2.29984 -0.185
C -3.81262 -0.30776 -2.32387 -0.270
C -5.31042 -0.09244 -2.30920 0.978
F -5.90588 -1.12675 -2.92309 -0.331
F -5.72517 -0.02121 -1.03413 -0.341
F -5.60348 1.04865 -2.95361 -0.330
C -3.30472 -1.60043 -2.33920 -0.182
C -1.95653 -1.82284 -2.34763 -0.273
O 1.01011 1.24275 -1.15509 -0.955
O 1.12233 1.13003 -3.68962 -0.891
H 0.72061 -1.92763 -2.35547 0.208
H -0.90929 1.41499 -2.27393 0.214
H -3.35765 1.77496 -2.27996 0.205
H -4.00355 -2.42425 -2.34778 0.210
H -1.57017 -2.82896 -2.37425 0.194
C -0.45740 -0.50460 2.51240 -0.496
C -1.77874 0.27177 2.69259 -0.474
C -1.39967 1.70683 2.49786 0.091
C -0.06155 1.82434 2.31376 -0.301
C 0.58844 0.56567 2.34601 0.337
C 1.99230 0.34577 2.30397 -0.101
C 2.88868 1.38641 1.98839 -0.094
C 4.24580 1.18113 2.01529 -0.225
C 4.75411 -0.05783 2.36549 -0.107
C 3.89894 -1.10062 2.66969 -0.227
C 2.53911 -0.91344 2.62704 -0.111
H -0.22770 -1.14329 3.37249 0.253
H -0.47683 -1.14848 1.62457 0.299
H -2.54737 -0.03696 1.97337 0.279
H -2.19612 0.12129 3.69596 0.252
H -2.08117 2.53960 2.55263 0.237
H 0.45350 2.76325 2.21866 0.242
H 2.50001 2.34794 1.70587 0.226
H 4.91773 1.98465 1.76370 0.234
H 5.81958 -0.20834 2.40530 0.228
H 4.30150 -2.05930 2.95351 0.231
H 1.87958 -1.72435 2.87464 0.218

---

17
Properties=species:S:1:pos:R:3:nbo_charge:R:1 method="wB97M-V/def2-TZVPD" e_homo_ev=-15.41 charge=+1 gap_ev=12.27 max_force_ev_per_a=7.40 energy_ev=-8857.1532 de_lowest_kj_mol=187.47 multiplicity=1
C -0.74232 -0.02115 1.15766 -0.379
N -1.39710 0.44382 -0.24253 -0.695
H -1.57087 -0.62927 1.34032 0.210
H -0.75591 0.81007 1.87999 0.237
H 0.27881 -0.39007 1.11150 0.248
H -1.38284 -0.40502 -1.01993 0.492
H -2.34577 0.68731 0.03702 0.420
H -0.99704 1.20985 -0.51541 0.404
H 3.00972 -1.87485 -0.40605 0.484
H 2.25800 -0.68464 -0.64577 0.464
O 2.15050 -1.65451 -0.66820 -0.944
H 0.53670 3.33389 1.71440 0.493
H 1.78978 2.77920 0.85006 0.499
O 0.85276 2.71401 1.10276 -0.989
H -1.22153 -2.43067 -2.21142 0.503
H 0.24922 -2.03337 -1.82355 0.530
O -0.71211 -1.85460 -1.66086 -0.978

---

66
Properties=species:S:1:pos:R:3:nbo_charge:R:1 method="wB97M-V/def2-TZVPD" e_homo_ev=-8.71 charge=0 gap_ev=9.40 max_force_ev_per_a=2.09 energy_ev=-32534.6723 de_lowest_kj_mol=0.00 multiplicity=1 smiles=COCCNCCOC.COCCNCCOC.CCO.CCO
C 0.11177 -5.43116 -0.40515 -0.250
O 0.51522 -4.09649 -0.19900 -0.538
C 1.60702 -3.75179 -1.03465 -0.065
C 2.09098 -2.36654 -0.77835 -0.235
N 2.73372 -2.30261 0.53508 -0.653
C 3.38873 -1.02975 0.84641 -0.232
C 4.27157 -1.18795 2.08805 -0.059
O 4.94692 0.03522 2.22340 -0.542
C 5.63930 0.14497 3.46143 -0.252
H -0.75984 -5.57914 0.23178 0.199
H 0.87928 -6.17596 -0.18872 0.170
H -0.25532 -5.55724 -1.43166 0.163
H 1.31330 -3.92147 -2.08400 0.173
H 2.41305 -4.49523 -0.91622 0.160
H 1.31586 -1.60814 -0.86935 0.209
H 2.85608 -2.17430 -1.54388 0.175
H 3.34248 -3.08189 0.74132 0.367
H 2.60213 -0.31787 1.09212 0.199
H 4.04398 -0.67379 0.04579 0.178
H 4.94309 -2.04868 1.95985 0.149
H 3.65188 -1.42817 2.95980 0.177
H 6.61680 0.60759 3.36111 0.189
H 5.67478 -0.80668 3.99451 0.173
H 5.03610 0.79324 4.11221 0.177
C -4.70307 4.70048 -2.16227 -0.248
O -3.66964 3.86374 -2.60739 -0.541
C -3.28779 2.98895 -1.56925 -0.072
C -2.16844 2.08752 -2.02772 -0.231
N -0.95629 2.85561 -2.22899 -0.634
C -0.00714 2.18523 -3.11706 -0.253
C 1.06579 3.20295 -3.50426 -0.068
O 0.52172 4.43337 -3.95363 -0.541
C -0.34309 4.28893 -5.06086 -0.265
H -4.88881 5.56419 -2.79334 0.194
H -4.50639 5.02929 -1.13480 0.165
H -5.66377 4.17173 -2.07609 0.161
H -4.15814 2.37895 -1.29812 0.168
H -2.95072 3.50906 -0.66633 0.174
H -2.45606 1.50890 -2.92385 0.165
H -2.04821 1.24377 -1.33664 0.188
H -1.12870 3.79853 -2.54763 0.379
H -0.48362 1.65231 -3.95001 0.168
H 0.46276 1.39125 -2.52259 0.191
H 1.69207 2.79785 -4.31228 0.163
H 1.73169 3.45014 -2.68177 0.200
H 0.01796 3.52874 -5.75626 0.168
H -0.44701 5.27162 -5.52362 0.194
H -1.37448 4.05244 -4.76323 0.173
C -1.22102 -1.40762 0.97495 -0.650
C -0.17656 -0.80084 1.91595 -0.073
O 0.66641 -1.73044 2.56302 -0.775
H -0.89129 -2.22026 0.33592 0.229
H -1.61671 -0.55998 0.40781 0.200
H -2.04152 -1.74977 1.61054 0.199
H -0.66492 -0.08485 2.58130 0.191
H 0.45151 -0.07035 1.37679 0.143
H 1.32854 -2.02134 1.90352 0.505
C -3.51234 -0.75457 4.15722 -0.631
C -2.66890 -1.97298 4.45333 -0.065
O -1.31243 -1.56787 4.75797 -0.760
H -3.43798 0.01217 4.92305 0.219
H -4.54253 -1.13325 4.10988 0.202
H -3.33815 -0.30364 3.18000 0.203
H -2.54471 -2.66534 3.61722 0.166
H -3.02674 -2.53392 5.31730 0.167
H -0.68013 -1.93694 4.13036 0.494

---

24
Properties=species:S:1:pos:R:3:nbo_charge:R:1 method="wB97M-V/def2-TZVPD" e_homo_ev=-12.39 charge=+1 gap_ev=9.14 max_force_ev_per_a=3.61 energy_ev=-10009.8700 de_lowest_kj_mol=332.15 multiplicity=1
C 0.37476 -0.90071 1.47035 -0.243
C -0.71891 -0.12259 0.90826 -0.475
C -0.11428 0.83222 -0.12679 0.000
C -0.37015 0.73864 -1.42396 -0.422
C 0.47162 2.03210 0.44894 -0.463
C -0.56416 3.15402 -0.13168 -0.609
N 0.92143 -1.88912 0.54762 -0.701
H 0.19894 -1.31377 2.44542 0.238
H 1.17975 -0.16237 1.75986 0.225
H -1.30640 0.47480 1.65565 0.256
H -1.52352 -0.73030 0.46505 0.219
H 0.37192 1.03998 -2.18226 0.213
H -1.09363 0.20548 -1.98225 0.203
H 0.38879 2.02554 1.59668 0.215
H 1.46189 2.31040 0.18157 0.234
H 0.06532 4.01439 0.09203 0.227
H -1.08568 2.99641 -1.10586 0.238
H -1.57739 3.28621 0.44802 0.217
H 1.17724 -1.38730 -0.28514 0.455
H 0.20475 -2.75416 0.30697 0.493
H 1.77711 -2.30781 1.00022 0.440
H -0.93671 -2.55660 -1.62298 0.512
H 0.39088 -3.46144 -2.00343 0.521
O -0.07706 -2.85720 -1.43421 -0.994

---

20
Properties=species:S:1:pos:R:3:nbo_charge:R:1 method="wB97M-V/def2-TZVPD" e_homo_ev=-9.41 charge=0 gap_ev=9.76 max_force_ev_per_a=6.28 energy_ev=-45450.7320 de_lowest_kj_mol=199.91 multiplicity=1 smiles=C[C@H](Cl)[C@@H](Cl)[PH2](F)COO
C -2.04163 0.83857 -0.70983 -0.680
C -0.65109 1.20787 -1.44032 -0.196
Cl -0.56580 0.18179 -3.02452 -0.113
C 0.74456 0.98430 -0.66953 -0.538
Cl 1.73774 2.58228 -0.81776 -0.093
P 0.71207 0.53260 1.16391 1.186
F 0.68816 -0.00154 2.85525 -0.633
C 0.71750 -1.30900 0.66981 -0.431
O 0.38679 -2.19191 1.82084 -0.247
O 0.67097 -3.44327 1.54826 -0.423
H -1.99503 0.19681 0.26108 0.229
H -2.70072 0.22091 -1.48002 0.256
H -2.65229 1.85269 -0.54409 0.241
H -0.69910 2.33354 -1.82343 0.259
H 1.37372 0.16348 -1.26371 0.261
H 2.02973 1.15124 1.35821 0.034
H -0.42144 1.35470 1.48380 0.013
H 0.01316 -1.51386 -0.24244 0.213
H 1.81797 -1.56826 0.29419 0.221
H 0.83474 -3.57293 0.56030 0.440

---

11
Properties=species:S:1:pos:R:3:nbo_charge:R:1 method="wB97M-V/def2-TZVPD" e_homo_ev=-9.00 charge=0 gap_ev=8.71 max_force_ev_per_a=3.99 energy_ev=-7760.1924 de_lowest_kj_mol=611.14 multiplicity=1
C -0.38535 0.58085 -1.18051 -0.413
C 0.67443 0.59664 0.81332 -0.439
C 0.75097 -0.12767 -0.50257 -0.262
C -0.58844 0.03124 0.19920 -0.037
N -1.35833 -1.64763 0.67220 0.274
O -0.99051 -2.03906 1.70996 -0.212
H -0.29189 1.61432 -1.47761 0.214
H -0.91725 -0.11639 -1.98017 0.216
H 1.05316 0.36448 1.83811 0.242
H 0.84631 1.75803 0.65857 0.195
H 1.20689 -1.01481 -0.75051 0.222

---

Which value of charge does entry 6 give?
0

---

What is the charge in the fifth record?
0